The following is a quantum chemistry calculation of a structure of composition C50H26ClCrF18GeN7O3S3 in a non-equilibrium geometry, from the Open Molecules 2025 dataset.

Results
Spin multiplicity: 4
E_HOMO (alpha / beta) (eV): -5.18 / -5.19
Maximum force (Eh/bohr): 0.025
HOMO-LUMO gap (alpha / beta) (eV): 6.8 / 6.6
Electronic energy (Eh): -9103.9480
Total charge: -1
⟨S²⟩: 3.854
Relative energy (zero: lowest compared OMol25 entry of this formula, charge and spin) (eV): 0.000

Last column: Mulliken charge in e.
Atoms and positions in Å:
H -1.2759 7.0011 -0.3462  0.41
C -1.2051 -1.5049 -2.3853  -0.91
F 0.8599 -3.7796 -6.6644  -0.37
F -1.8589 4.7582 -7.6242  -0.33
H 4.8667 -4.6758 -4.5472  0.43
N 2.8413 -3.2235 -2.6513  -0.45
H -3.8035 -0.7685 -4.4005  0.40
H -2.3907 -1.0107 0.0119  0.51
C -1.2657 2.7293 -6.5955  -0.13
F 0.6757 5.6611 -7.3899  -0.32
F 4.4352 1.1419 1.7408  -0.26
C 1.9235 -2.3298 -8.1730  0.73
C -2.7877 -0.0587 2.4499  -0.26
H 1.3039 -1.1309 5.8817  0.41
H -3.8691 1.0202 3.9451  0.40
H 3.0904 -4.6172 -4.6939  0.33
H -2.8879 0.7302 1.7105  0.30
C -3.0078 -0.6525 -3.6747  -0.95
C -2.1709 -1.7074 -3.3419  -0.81
Cl -1.1918 -3.7216 2.7129  -0.22
C -3.2074 -0.8944 4.6633  -0.49
H -1.4422 -2.4350 0.4529  0.67
O 4.0855 1.8936 -1.0993  -0.52
C -3.3301 0.1098 3.7106  -0.87
F 2.9497 2.5935 2.3685  -0.18
C -0.4762 3.6186 1.2541  0.00
H 0.2447 4.6981 2.9569  0.52
C 2.6935 -2.3771 -1.6265  0.32
H 5.8705 -2.2470 -3.7154  0.40
C -1.3037 4.8779 -0.6284  -0.26
C -0.4972 5.9818 1.3729  -0.76
C -1.0744 2.2874 -0.5185  -0.71
C 1.0277 2.3793 -5.8559  0.17
F 1.8473 -3.2613 -9.1264  -0.34
C -1.9856 -2.2059 3.0670  1.01
H -3.6425 -0.7784 5.6480  0.38
F 2.9473 -0.8485 -9.6836  -0.34
F 7.9794 2.5752 -3.7387  -0.35
C -1.6197 -1.3826 0.6825  -0.93
O 2.0039 3.0272 -0.4148  -0.65
C 2.5575 -0.1540 -7.4496  0.68
H -0.2757 6.9044 1.8955  0.42
H 5.5095 0.5552 -1.6889  -0.05
C -0.2816 1.9524 -6.0192  -0.51
C 4.8303 -1.4178 -2.0470  1.64
O 2.3211 0.6180 0.0791  -1.16
C 6.7246 2.2882 -4.0848  1.00
H -3.3670 1.4360 -3.3050  0.57
C 3.9964 -4.0194 -4.6170  -1.49
C -0.2301 2.1934 1.5436  -0.51
S 1.3165 -2.5128 -0.6320  -0.77
C 5.8879 -0.4647 -1.6110  -1.10
H -2.4341 -2.8661 5.0467  0.44
C 1.1792 -0.9392 4.8236  -0.63
H -0.5549 -2.3199 -2.1142  0.14
H 1.5542 -2.3633 1.8114  0.31
C -0.9348 3.9935 -7.0416  0.76
H 4.1110 -3.4070 -5.5151  0.26
C 6.4328 1.0762 -4.6754  0.02
C -1.7655 0.7059 -2.1130  -0.35
C 3.7749 2.2666 1.3708  0.36
S 1.7320 0.7241 -2.7846  -0.16
C 1.5311 -1.8978 3.8801  -0.91
C 2.0886 -0.3837 -6.1697  0.37
H 1.9522 -2.8508 4.1698  0.47
C -0.2010 4.7625 1.9717  -0.28
N -1.6491 1.9852 -1.6152  -0.43
C -2.7793 0.5588 -3.0716  -0.39
C 5.1267 0.7908 -5.0189  0.67
C 0.5169 0.4988 2.9983  -0.19
Cr 0.1574 -0.3244 0.0852  -0.03
F 3.1145 1.0328 -7.7467  -0.37
H -1.7060 4.9090 -1.6332  0.56
C 4.0842 1.6729 -4.7942  -0.29
H 0.4099 1.0571 5.0445  0.57
C 5.7127 3.1950 -3.8376  0.24
C 4.4131 2.8642 -4.1662  -0.34
N -0.5724 1.4382 0.4508  1.88
H 3.4333 -0.7404 -0.6764  -0.43
F 3.4493 3.7265 -3.8429  -0.45
C 0.6843 0.2558 4.3731  -0.77
F 4.6861 3.2411 1.2574  -0.22
F -0.6125 0.7060 -5.6492  -0.30
F -2.5140 2.2722 -6.7457  -0.33
F 6.0118 4.3710 -3.2820  -0.39
N 3.6789 -1.4814 -1.3418  0.63
C 0.3624 4.4487 -6.9197  0.02
C -1.0522 6.0384 0.0970  -0.68
C 1.4230 -2.5911 -6.9124  -0.19
H -2.2536 -2.6763 -3.8159  0.47
F 4.8961 -0.4158 -5.5723  -0.45
C 1.5101 -1.6188 -5.9304  -0.85
C -1.0020 3.6766 -0.0261  0.13
H 6.7803 -0.5823 -2.2216  0.36
C 4.9736 -2.2604 -3.1120  -1.13
C 1.3223 3.6408 -6.3370  0.42
H 6.1333 -0.6250 -0.5583  0.52
S 2.9214 1.9422 -0.2536  0.99
F 0.9965 -1.9117 -4.7359  0.03
F 2.5757 4.1090 -6.3100  -0.31
C -2.5282 -2.0551 4.3356  -0.78
F 7.4127 0.1869 -4.9001  -0.43
N 0.1514 1.7832 2.6949  -0.24
C -2.0988 -1.2211 2.0756  -0.12
N 0.7736 -0.4785 2.0861  1.82
C 3.9197 -3.1330 -3.4120  1.05
C 1.3023 -1.6269 2.5552  -0.90
Ge 2.1702 1.0949 -4.7956  1.42
C 2.4884 -1.1010 -8.4522  0.23
N -0.9961 -0.3442 -1.7374  2.55

Forces on atoms 1 to 2 (eV/Å):
H 0.0 0.0 0.0
C 0.2 -0.1 0.0